12
Properties=species:S:1:pos:R:3 method="wB97M-V/def2-TZVPD" total_energy_ha=-305.7207 homo_energy_ev=-11.1 e_above_lowest_kcal_mol=36.7 lumo_energy_ha=0.026
O -1.9910 -2.2642 0.7783
H -2.9957 -2.3849 1.0004
H -1.8880 -1.3807 0.6451
H -0.7352 -2.4933 -2.0361
O 0.0909 -1.9546 -1.9051
H 0.1911 -1.4751 -2.6995
O 2.8657 3.9662 1.6942
H 3.3749 4.5502 2.2538
H 3.2010 3.1154 1.9499
O -0.9735 0.2116 -0.4936
H -0.9262 -0.1977 -1.2983
H -0.2139 0.3071 0.1109



16
Properties=species:S:1:pos:R:3 method="wB97M-V/def2-TZVPD" total_energy_ha=-234.5147 homo_energy_ev=-9.3 e_above_lowest_kcal_mol=55.1 lumo_energy_ha=0.047
C 1.4503 0.5207 -0.0058
C 0.8012 -0.0781 1.2442
C -0.1210 -0.9941 0.2222
C -1.5641 -0.4873 -0.0207
C -0.9733 0.6327 -0.9234
C 0.4085 -0.0899 -0.9333
H 1.5378 1.6013 -0.0094
H 2.4241 0.0607 -0.1918
H 1.5597 -0.5658 1.9130
H 0.1912 0.5490 1.8889
H 0.2679 -1.8034 0.7817
H -2.2669 -1.1155 -0.5938
H -2.0649 -0.1803 0.8968
H -0.9455 1.6191 -0.4459
H -1.4531 0.7440 -1.9004
H 0.7483 -0.4131 -1.9221



60
Properties=species:S:1:pos:R:3 method="wB97M-V/def2-TZVPD" total_energy_ha=-2879.8326 homo_energy_ev=-8.3 e_above_lowest_kcal_mol=6.9 lumo_energy_ha=-0.068
Au -0.2788 0.2597 -2.3337
N 4.1313 -1.4460 3.0180
C 3.9381 -1.2067 1.6741
C 4.5672 -0.1205 1.0509
C 4.3275 0.1557 -0.2780
C 3.4681 -0.6625 -1.0035
C 2.8354 -1.7448 -0.4017
C 3.0719 -2.0147 0.9291
S 3.0609 -0.2508 -2.6476
O 2.6189 -1.4091 -3.3466
O 4.0392 0.6414 -3.1857
N 1.6716 0.6709 -2.4469
C 1.5719 1.9547 -2.0467
N 2.5267 2.7756 -1.6605
C 2.1088 3.9770 -1.2777
C 0.7716 4.3567 -1.2202
C -0.1692 3.4124 -1.5596
N 0.2313 2.2341 -2.0291
H 4.9462 -1.0406 3.4448
H 3.9006 -2.3642 3.3563
H 5.2350 0.5116 1.6235
H 4.7961 1.0013 -0.7624
H 2.1407 -2.3518 -0.9669
H 2.5610 -2.8422 1.4054
H 2.8816 4.6714 -0.9678
H 0.4762 5.3300 -0.8630
H -1.2309 3.5915 -1.4617
C -3.7577 1.8701 -1.7976
C -3.4405 0.4244 -1.8415
N -2.2938 -0.1446 -2.1711
C -2.4594 -1.5090 -2.1057
C -3.7371 -1.7772 -1.7381
N -4.3282 -0.5493 -1.5784
C -4.5187 -3.0222 -1.5192
O -3.8931 -4.1596 -1.7261
O -5.6769 -2.9344 -1.1947
C -1.2969 -2.3684 -2.4193
O -1.3837 -3.5791 -2.4477
O -0.2133 -1.6998 -2.7016
H -2.8679 2.4395 -2.0555
H -4.0551 2.1606 -0.7916
H -4.5489 2.1042 -2.5101
H -5.2947 -0.4383 -1.3060
H -2.9434 -4.0390 -2.0068
O -0.2701 -2.1082 0.4861
C -0.3983 -0.9923 0.9632
N -0.3701 0.1682 0.2513
S -0.7265 1.4506 1.1400
O -1.9920 2.0280 0.7177
O 0.3664 2.3943 1.2064
C -0.8971 0.5953 2.6786
C -1.1838 1.0756 3.9397
C -1.2325 0.1467 4.9724
C -1.0015 -1.2056 4.7320
C -0.7165 -1.6665 3.4536
C -0.6642 -0.7412 2.4264
H -1.3584 2.1280 4.1180
H -1.4540 0.4773 5.9788
H -1.0497 -1.9041 5.5575
H -0.5410 -2.7140 3.2464



12
Properties=species:S:1:pos:R:3 method="wB97M-V/def2-TZVPD" total_energy_ha=-302.5639 homo_energy_ev=-7.8 e_above_lowest_kcal_mol=81.1 lumo_energy_ha=0.018
C -0.2330 0.4972 0.2731
N 1.9853 -0.5806 0.1963
C 1.0485 0.3155 -0.2642
C -1.0488 -0.6260 0.0516
O -0.7111 1.7693 0.4921
N -2.2821 -0.8859 -0.0833
H -1.6751 1.7581 0.4248
H 1.6313 -1.4962 0.4332
H 2.8610 -0.6084 -0.3029
H -2.8965 -0.0693 -0.0787
H 1.5272 1.2113 -0.6565
H -0.2067 -1.2850 -0.4855



7
Properties=species:S:1:pos:R:3 method="wB97M-V/def2-TZVPD" total_energy_ha=-779.4250 homo_energy_ev=-9.9 e_above_lowest_kcal_mol=4.2 lumo_energy_ha=0.010
C -1.3804 -0.0909 -0.0528
C 0.7411 0.0658 -0.0121
N -1.2595 1.1948 -0.0508
O 0.1788 1.3108 0.0713
O -0.2686 -0.7967 0.0891
F -2.4888 -0.7869 -0.0109
S 2.2356 -0.3277 -0.0275